(1)
{
  "formula": "C18H30BrF5InN4O5PTe",
  "method": "ωB97M-V with the def2-TZVPD basis set",
  "elements": ["Te", "In", "Br", "P", "F", "F", "F", "F", "F", "O", "O", "O", "O", "O", "N", "N", "N", "N", "C", "C", "C", "C", "C", "C", "C", "C", "C", "C", "C", "C", "C", "C", "C", "C", "C", "C", "H", "H", "H", "H", "H", "H", "H", "H", "H", "H", "H", "H", "H", "H", "H", "H", "H", "H", "H", "H", "H", "H", "H", "H", "H", "H", "H", "H", "H", "H"],
  "positions_angstrom": [[5.6676, -3.1597, 1.1906], [2.7093, -2.6616, 0.5053], [2.2043, 0.0447, 0.7685], [-0.5612, -2.2275, 0.0191], [6.0015, -3.5717, -0.6383], [7.2498, -2.1217, 1.1866], [5.6942, -3.0928, 3.0933], [6.8292, -4.6323, 1.4727], [4.3758, -4.6129, 1.1889], [-0.7916, -0.6723, 0.6548], [0.7204, -2.9748, 0.3847], [-0.0683, -1.5119, -1.4018], [3.3162, -4.1529, 4.4071], [4.6183, -1.7769, 0.9325], [2.4301, -3.0210, 2.5512], [-0.8184, -4.0312, -1.8943], [-0.2348, -2.2347, 2.8061], [3.3321, -4.1911, -2.3275], [3.1987, -3.6338, -1.3413], [1.0210, 4.8140, -2.3120], [2.9479, -3.6130, 3.4533], [-1.2850, -2.6821, 1.8638], [-0.5962, 0.5424, 0.0607], [-0.0864, 3.2132, -0.7372], [0.6822, 1.0965, 0.0607], [-3.2418, -0.5348, -0.9402], [0.1660, 4.6788, -1.0434], [-3.6141, 0.9759, 1.0266], [-1.3482, 2.6427, -0.8189], [-1.6457, 1.3439, -0.4243], [-1.1402, 5.4536, -1.2356], [-4.0129, 1.7852, -1.2888], [0.9052, 5.3114, 0.1459], [0.9520, 2.3982, -0.3084], [-3.1072, 0.8973, -0.4207], [-1.6645, -3.4767, -0.8612], [-2.2287, -2.2060, 2.1249], [-0.0932, -1.2295, 2.6523], [1.9270, 4.2167, -2.2400], [-0.4487, -2.4238, 3.7896], [0.9523, 6.3889, 0.0106], [1.9630, 2.7570, -0.2313], [-2.9351, -1.2442, -0.1791], [-4.9947, 1.3204, -1.3636], [-1.3984, -3.7593, 1.9709], [-0.0215, -4.4985, -1.4753], [-4.6434, 0.6283, 1.0805], [-4.1549, 2.7651, -0.8429], [-2.5086, -2.9931, -1.3489], [0.3827, 5.1067, 1.0778], [-3.6209, 1.9057, -2.2967], [-3.5696, 2.0022, 1.3822], [-3.0008, 0.3596, 1.6772], [-1.6790, 5.1092, -2.1125], [1.3032, 5.8564, -2.4448], [0.6978, -2.6937, 2.5581], [-4.2760, -0.7474, -1.2031], [-0.0005, -2.2047, -2.0697], [-2.1573, 3.2480, -1.1810], [1.9196, 4.9375, 0.2363], [-1.7750, 5.3578, -0.3579], [-2.6237, -0.6660, -1.8249], [-0.9136, 6.5065, -1.3775], [-2.0476, -4.2063, -0.1360], [-1.3274, -4.7029, -2.4582], [0.4651, 4.4972, -3.1927]],
  "mulliken_charge": [2.04, 1.53, -0.08, 1.01, -0.39, -0.42, -0.42, -0.38, -0.53, -0.28, -0.74, -0.77, -0.52, -0.82, -0.83, -0.58, 0.16, -0.62, -0.14, -1.64, 0.73, -1.47, -0.14, -0.54, 0.11, -1.42, 2.12, -1.58, -0.30, -0.49, -2.16, -2.25, -1.68, -0.20, 2.70, -0.57, 0.37, 0.27, 0.34, 0.43, 0.46, 0.48, 0.04, 0.47, 0.58, 0.13, 0.42, 0.42, 0.51, 0.38, 0.44, 0.41, 0.20, 0.39, 0.45, 0.24, 0.43, 0.47, 0.51, 0.36, 0.45, 0.49, 0.46, 0.33, 0.28, 0.36],
  "multiplicity": 1,
  "total_energy_ev": -140738.8856,
  "total_charge": 0,
  "gap_ha": 0.324,
  "lumo_ev": -0.7,
  "de_lowest_kcal_mol": 0.0,
  "max_force_ev_per_a": 6.9
}

***

(2)
{
  "formula": "C18H30Cl15NO4",
  "method": "ωB97M-V with the def2-TZVPD basis set",
  "elements": ["Cl", "Cl", "Cl", "Cl", "Cl", "Cl", "Cl", "Cl", "Cl", "Cl", "Cl", "Cl", "Cl", "Cl", "Cl", "O", "O", "O", "O", "N", "C", "C", "C", "C", "C", "C", "C", "C", "C", "C", "C", "C", "C", "C", "C", "C", "C", "C", "H", "H", "H", "H", "H", "H", "H", "H", "H", "H", "H", "H", "H", "H", "H", "H", "H", "H", "H", "H", "H", "H", "H", "H", "H", "H", "H", "H", "H", "H"],
  "positions_angstrom": [[1.5938, -0.2936, -6.8042], [-2.0699, 4.8101, 3.7837], [-3.7522, 1.9991, -5.1124], [-1.4970, 6.3283, -10.3077], [-1.3520, 7.4717, -7.6328], [-1.0456, 2.9596, -5.5975], [2.1749, 1.2639, 3.2780], [-0.4661, 4.7362, -8.0973], [-1.3195, 4.3630, 1.0052], [-1.9791, 2.5516, -2.8688], [3.2968, 0.1702, 5.7333], [2.0550, 2.4709, -7.5968], [1.5392, 2.4902, 5.8423], [0.7369, 4.8591, 3.0074], [4.0736, 1.0405, -6.0599], [0.2618, -0.1210, -3.3350], [-0.4781, 0.1284, -0.8849], [1.8348, -2.0533, 0.7905], [0.1304, -2.0546, -1.7896], [-0.2949, -3.7799, 2.2227], [2.4905, -1.9955, 2.1212], [2.3374, 1.2480, -6.3461], [-3.4289, -1.3663, 2.8886], [-2.0748, 1.9766, -4.5420], [-2.9515, -0.7616, 1.4132], [-1.3540, -0.4345, 1.4762], [-0.9512, -2.1580, -0.7581], [-0.9209, 5.2258, 2.5006], [2.7789, 1.6453, 4.8995], [1.0874, -0.7954, 0.6978], [-0.4657, -0.9213, 0.1924], [-1.6207, 5.9935, -8.5721], [-0.3750, -4.3655, 0.8233], [-1.2340, 1.2127, 1.7436], [3.6301, -3.3218, 4.0963], [3.5105, -3.2422, 2.4294], [-1.4060, -3.5957, -0.1750], [0.0094, -0.5913, -2.1098], [3.2358, -2.3342, 4.6176], [-0.1072, 1.5541, 1.6415], [3.0595, -4.2276, 1.9783], [3.6440, 2.3055, 4.7983], [-2.4293, -3.4526, 0.3978], [-3.5370, 0.2733, 1.3006], [1.1132, -0.2991, 1.7685], [-4.6132, -1.4613, 2.9617], [-1.9370, -1.7094, -1.2646], [1.7433, -0.0737, 0.0087], [-1.7144, 0.9453, -4.5729], [4.6242, -3.0282, 2.0657], [-1.6577, -4.2981, -1.1068], [-0.7824, -5.4793, 0.9497], [-0.9101, -0.9279, 2.4600], [-3.0102, -0.6099, 3.7061], [-1.5731, 1.4270, 2.8532], [0.6865, -4.4104, 0.2880], [3.1416, -1.0044, 2.1897], [4.7377, -3.5276, 4.4568], [-1.9419, 1.8098, 1.0199], [1.7085, -1.9790, 3.0219], [0.3273, -4.3797, 2.8073], [-3.3067, -1.4294, 0.5240], [-1.2346, -3.6302, 2.6512], [2.9840, -4.2314, 4.4894], [-2.6302, 5.6310, -8.3624], [-3.0059, -2.4367, 3.1053], [-0.9928, 6.2993, 2.3084], [1.8740, 1.5915, -5.4178]],
  "mulliken_charge": [-0.13, -0.13, -0.15, -0.12, -0.12, -0.06, 0.01, -0.05, -0.03, -0.06, -0.14, -0.11, -0.12, -0.09, -0.14, -0.55, -0.15, -0.37, -0.37, -0.37, -0.08, 0.29, -0.94, 0.15, -0.42, -0.15, -0.11, -0.10, -0.02, 0.10, 1.50, 0.00, -0.57, -1.09, -0.65, -0.37, -0.68, 0.06, 0.00, 0.38, 0.19, 0.33, 0.26, 0.30, -0.82, 0.35, 0.39, 0.04, 0.11, 0.31, 0.39, 0.41, 0.27, 0.24, 0.16, 0.23, 0.28, 0.30, 0.28, 0.18, 0.23, 0.32, 0.08, 0.22, 0.28, 0.14, 0.40, 0.09],
  "multiplicity": 1,
  "total_energy_ev": -216661.1518,
  "total_charge": 0,
  "gap_ha": 0.359,
  "smiles": "CCCOC[C@@]1([C@@H](C)CC)OC(=O)O[C@H]1CCN.ClC(Cl)Cl.ClC(Cl)Cl.ClC(Cl)Cl.ClC(Cl)Cl.ClC(Cl)Cl",
  "lumo_ev": 0.4,
  "max_force_ev_per_a": 9.1
}

***

(3)
{
  "formula": "C18H30Cl2GeNO3Sn",
  "method": "ωB97M-V with the def2-TZVPD basis set",
  "elements": ["Sn", "Ge", "Cl", "Cl", "O", "O", "O", "N", "C", "C", "C", "C", "C", "C", "C", "C", "C", "C", "C", "C", "C", "C", "C", "C", "C", "C", "H", "H", "H", "H", "H", "H", "H", "H", "H", "H", "H", "H", "H", "H", "H", "H", "H", "H", "H", "H", "H", "H", "H", "H", "H", "H", "H", "H", "H", "H"],
  "positions_angstrom": [[0.4845, -1.5583, -1.1911], [-0.6025, 0.9808, 1.7395], [4.0413, -3.9317, 0.1064], [-0.6586, -1.6274, 2.0618], [-1.5634, 1.2638, 0.3337], [-2.0631, -1.2253, 1.5346], [0.9810, 0.8123, 0.9803], [1.3076, -2.9001, 0.0486], [1.9545, -5.7856, 2.9430], [2.9883, -5.3924, 2.0801], [2.3128, 2.7310, 1.6084], [2.7881, -4.3860, 1.1723], [0.7275, -5.1365, 2.9366], [1.9688, -0.7752, 3.3851], [-0.7854, -3.4330, 2.0902], [-1.2004, 1.4765, 3.4939], [1.8552, 1.8792, 0.4378], [1.1159, 2.7011, -0.5990], [0.8248, -1.2373, 2.5886], [3.0143, 1.1224, -0.1834], [-2.7633, 2.1070, 0.1594], [1.5090, -3.7081, 1.0535], [-3.9470, 1.3932, 0.7907], [-2.9290, 2.2125, -1.3455], [0.4875, -4.0715, 2.0767], [-2.5327, 3.4811, 0.7709], [1.8090, 3.3989, -1.0698], [2.1550, -1.4614, 4.2145], [-1.1061, -1.4935, 3.3935], [3.7477, 1.8199, -0.5879], [2.1311, -6.5918, 3.6418], [-3.4694, 4.0386, 0.7861], [-0.0416, -5.4262, 3.6406], [-4.8658, 1.9413, 0.5843], [-3.0456, 1.2222, -1.7862], [-3.8216, 2.7927, -1.5800], [0.6838, 2.0683, -1.3754], [-2.1916, 3.4276, 1.8082], [-1.3605, 0.5979, 4.1184], [3.5125, 0.4868, 0.5487], [2.9216, 3.5639, 1.2566], [-1.7605, -3.8644, 1.9035], [3.9463, -5.8926, 2.1183], [-3.8470, 1.3169, 1.8758], [-1.8137, 4.0622, 0.1946], [-0.4803, 2.1293, 3.9858], [1.4578, 3.1656, 2.1366], [-4.0439, 0.3864, 0.3870], [-2.0710, 2.7093, -1.7982], [1.8283, 0.2294, 3.7905], [2.8419, -0.7596, 2.7272], [2.9081, 2.1501, 2.3134], [0.3136, 3.2876, -0.1527], [-2.1518, 1.9865, 3.3647], [2.6735, 0.5050, -1.0219], [-0.1267, -1.6395, 0.7581]],
  "mulliken_charge": [0.90, -0.07, -0.12, 0.54, -0.03, -0.75, 0.43, -0.79, -0.42, -0.63, -1.41, 0.61, -0.92, -1.44, -1.30, -1.15, 1.15, -1.21, 0.70, -1.26, 1.44, 0.46, -1.51, -1.71, 1.45, -1.43, 0.59, 0.48, 0.44, 0.48, 0.44, 0.50, 0.52, 0.54, 0.37, 0.43, 0.23, 0.28, 0.45, 0.24, 0.50, 0.53, 0.48, 0.23, 0.37, 0.47, 0.29, 0.32, 0.36, 0.23, 0.19, 0.30, 0.20, 0.44, 0.19, -0.61],
  "multiplicity": 2,
  "total_energy_ev": -114144.9014,
  "total_charge": 2,
  "gap_ha": [0.214, 0.231],
  "lumo_ev": [-8.8, -8.2],
  "de_lowest_kcal_mol": 101.1,
  "max_force_ev_per_a": 1.7
}

***

Which formula does entry 2 have? C18H30Cl15NO4

***

Copy entry 3 word for word.
{
  "formula": "C18H30Cl2GeNO3Sn",
  "method": "ωB97M-V with the def2-TZVPD basis set",
  "elements": ["Sn", "Ge", "Cl", "Cl", "O", "O", "O", "N", "C", "C", "C", "C", "C", "C", "C", "C", "C", "C", "C", "C", "C", "C", "C", "C", "C", "C", "H", "H", "H", "H", "H", "H", "H", "H", "H", "H", "H", "H", "H", "H", "H", "H", "H", "H", "H", "H", "H", "H", "H", "H", "H", "H", "H", "H", "H", "H"],
  "positions_angstrom": [[0.4845, -1.5583, -1.1911], [-0.6025, 0.9808, 1.7395], [4.0413, -3.9317, 0.1064], [-0.6586, -1.6274, 2.0618], [-1.5634, 1.2638, 0.3337], [-2.0631, -1.2253, 1.5346], [0.9810, 0.8123, 0.9803], [1.3076, -2.9001, 0.0486], [1.9545, -5.7856, 2.9430], [2.9883, -5.3924, 2.0801], [2.3128, 2.7310, 1.6084], [2.7881, -4.3860, 1.1723], [0.7275, -5.1365, 2.9366], [1.9688, -0.7752, 3.3851], [-0.7854, -3.4330, 2.0902], [-1.2004, 1.4765, 3.4939], [1.8552, 1.8792, 0.4378], [1.1159, 2.7011, -0.5990], [0.8248, -1.2373, 2.5886], [3.0143, 1.1224, -0.1834], [-2.7633, 2.1070, 0.1594], [1.5090, -3.7081, 1.0535], [-3.9470, 1.3932, 0.7907], [-2.9290, 2.2125, -1.3455], [0.4875, -4.0715, 2.0767], [-2.5327, 3.4811, 0.7709], [1.8090, 3.3989, -1.0698], [2.1550, -1.4614, 4.2145], [-1.1061, -1.4935, 3.3935], [3.7477, 1.8199, -0.5879], [2.1311, -6.5918, 3.6418], [-3.4694, 4.0386, 0.7861], [-0.0416, -5.4262, 3.6406], [-4.8658, 1.9413, 0.5843], [-3.0456, 1.2222, -1.7862], [-3.8216, 2.7927, -1.5800], [0.6838, 2.0683, -1.3754], [-2.1916, 3.4276, 1.8082], [-1.3605, 0.5979, 4.1184], [3.5125, 0.4868, 0.5487], [2.9216, 3.5639, 1.2566], [-1.7605, -3.8644, 1.9035], [3.9463, -5.8926, 2.1183], [-3.8470, 1.3169, 1.8758], [-1.8137, 4.0622, 0.1946], [-0.4803, 2.1293, 3.9858], [1.4578, 3.1656, 2.1366], [-4.0439, 0.3864, 0.3870], [-2.0710, 2.7093, -1.7982], [1.8283, 0.2294, 3.7905], [2.8419, -0.7596, 2.7272], [2.9081, 2.1501, 2.3134], [0.3136, 3.2876, -0.1527], [-2.1518, 1.9865, 3.3647], [2.6735, 0.5050, -1.0219], [-0.1267, -1.6395, 0.7581]],
  "mulliken_charge": [0.90, -0.07, -0.12, 0.54, -0.03, -0.75, 0.43, -0.79, -0.42, -0.63, -1.41, 0.61, -0.92, -1.44, -1.30, -1.15, 1.15, -1.21, 0.70, -1.26, 1.44, 0.46, -1.51, -1.71, 1.45, -1.43, 0.59, 0.48, 0.44, 0.48, 0.44, 0.50, 0.52, 0.54, 0.37, 0.43, 0.23, 0.28, 0.45, 0.24, 0.50, 0.53, 0.48, 0.23, 0.37, 0.47, 0.29, 0.32, 0.36, 0.23, 0.19, 0.30, 0.20, 0.44, 0.19, -0.61],
  "multiplicity": 2,
  "total_energy_ev": -114144.9014,
  "total_charge": 2,
  "gap_ha": [0.214, 0.231],
  "lumo_ev": [-8.8, -8.2],
  "de_lowest_kcal_mol": 101.1,
  "max_force_ev_per_a": 1.7
}